Entry 1:
{
  "formula": "C61H77BrN13O2PS2",
  "method": "the ωB97M-V functional and the def2-TZVPD basis",
  "symbols": ["C", "C", "C", "C", "N", "P", "C", "C", "C", "S", "C", "C", "S", "C", "N", "N", "C", "O", "C", "C", "O", "Br", "N", "C", "C", "C", "H", "H", "H", "H", "H", "H", "H", "H", "H", "H", "H", "H", "H", "H", "H", "H", "H", "H", "H", "H", "H", "H", "H", "H", "H", "H", "H", "H", "H", "H", "H", "H", "C", "C", "C", "N", "C", "C", "H", "H", "H", "H", "H", "C", "C", "C", "N", "C", "C", "H", "H", "H", "H", "H", "C", "C", "C", "N", "C", "C", "H", "H", "H", "H", "H", "C", "C", "C", "N", "C", "C", "H", "H", "H", "H", "H", "C", "C", "C", "N", "C", "C", "H", "H", "H", "H", "H", "C", "C", "C", "N", "C", "C", "H", "H", "H", "H", "H", "C", "C", "C", "N", "C", "C", "H", "H", "H", "H", "H", "C", "C", "C", "N", "C", "C", "H", "H", "H", "H", "H", "C", "C", "C", "N", "C", "C", "H", "H", "H", "H", "H"],
  "xyz": [[6.20, -3.80, 0.22], [5.08, -2.91, -0.57], [4.64, -1.74, 0.43], [3.11, -1.23, 0.25], [2.40, -1.82, -0.92], [0.66, -2.19, -0.60], [1.28, -3.66, 0.44], [0.68, -5.10, -0.07], [0.06, -5.97, 1.17], [0.13, -7.78, 0.73], [0.41, -0.38, -0.16], [-1.06, 0.28, -0.49], [-1.97, 0.81, 1.08], [-3.75, 0.76, 0.50], [-4.14, 0.99, -0.86], [-5.50, 0.82, -0.81], [-5.95, 0.51, 0.50], [-4.83, 0.46, 1.39], [0.38, -2.63, -2.46], [0.17, -1.36, -3.38], [-0.98, -0.87, -3.60], [1.66, -0.40, -4.33], [-0.98, -2.70, -0.25], [-1.43, -2.63, 1.14], [-3.06, -2.51, 1.17], [-3.67, -3.82, 1.91], [5.65, -4.50, 0.94], [6.91, -4.34, -0.49], [6.77, -3.04, 0.88], [5.61, -2.45, -1.47], [4.24, -3.63, -0.86], [4.82, -2.00, 1.54], [5.34, -0.84, 0.22], [3.18, -0.09, 0.07], [2.60, -1.37, 1.25], [2.51, -1.18, -1.73], [1.14, -3.52, 1.58], [2.42, -3.85, 0.33], [-0.04, -5.01, -0.94], [1.54, -5.78, -0.46], [0.71, -5.83, 2.11], [-1.05, -5.71, 1.36], [0.08, -7.89, -0.67], [0.61, -0.16, 0.95], [1.10, 0.25, -0.85], [-1.70, -0.36, -1.18], [-0.91, 1.28, -1.05], [-6.98, 0.28, 0.92], [-0.48, -3.38, -2.59], [1.37, -3.13, -2.79], [-1.68, -2.53, -0.97], [-1.22, -3.60, 1.75], [-0.96, -1.79, 1.79], [-3.51, -2.41, 0.13], [-3.28, -1.64, 1.88], [-3.42, -4.80, 1.37], [-4.82, -3.67, 2.06], [-3.23, -3.80, 2.98], [7.21, 4.02, 1.07], [5.86, 3.82, 0.84], [5.35, 2.54, 0.93], [6.09, 1.46, 1.23], [7.40, 1.67, 1.45], [8.00, 2.92, 1.39], [7.64, 5.01, 1.00], [5.21, 4.66, 0.59], [4.30, 2.34, 0.76], [7.98, 0.79, 1.69], [9.06, 3.03, 1.57], [-9.35, -2.01, 4.39], [-8.17, -1.35, 4.07], [-7.17, -2.05, 3.42], [-7.27, -3.35, 3.09], [-8.42, -3.97, 3.41], [-9.47, -3.35, 4.06], [-10.15, -1.49, 4.89], [-8.04, -0.30, 4.31], [-6.24, -1.58, 3.15], [-8.47, -5.02, 3.14], [-10.38, -3.90, 4.29], [7.50, 1.28, -3.37], [6.73, 1.77, -2.33], [5.82, 2.78, -2.59], [5.64, 3.32, -3.81], [6.40, 2.83, -4.81], [7.33, 1.82, -4.64], [8.21, 0.49, -3.21], [6.83, 1.37, -1.32], [5.20, 3.20, -1.81], [6.23, 3.29, -5.78], [7.91, 1.46, -5.48], [-9.58, -5.93, 8.13], [-8.67, -5.92, 9.18], [-7.80, -4.85, 9.28], [-7.78, -3.82, 8.42], [-8.67, -3.85, 7.41], [-9.58, -4.88, 7.22], [-10.28, -6.75, 8.01], [-8.64, -6.73, 9.90], [-7.07, -4.80, 10.08], [-8.62, -3.01, 6.73], [-10.27, -4.85, 6.39], [-9.91, -5.35, -1.09], [-9.07, -4.47, -0.42], [-7.74, -4.83, -0.26], [-7.21, -5.98, -0.72], [-8.05, -6.81, -1.37], [-9.39, -6.54, -1.58], [-10.95, -5.10, -1.23], [-9.43, -3.54, -0.02], [-7.04, -4.18, 0.25], [-7.60, -7.73, -1.73], [-10.02, -7.25, -2.11], [5.20, 9.71, 0.41], [6.38, 9.05, 0.11], [6.37, 7.67, 0.06], [5.28, 6.92, 0.31], [4.15, 7.58, 0.60], [4.06, 8.96, 0.67], [5.17, 10.79, 0.46], [7.29, 9.60, -0.10], [7.27, 7.11, -0.18], [3.28, 6.96, 0.80], [3.12, 9.44, 0.91], [-4.85, -0.69, -4.43], [-5.74, -1.38, -5.24], [-5.33, -1.74, -6.51], [-4.12, -1.45, -7.02], [-3.28, -0.78, -6.22], [-3.59, -0.38, -4.93], [-5.13, -0.39, -3.43], [-6.73, -1.64, -4.89], [-5.99, -2.29, -7.18], [-2.31, -0.56, -6.65], [-2.87, 0.16, -4.33], [-1.78, 10.03, -0.66], [-0.83, 11.03, -0.54], [0.34, 10.74, 0.14], [0.61, 9.55, 0.69], [-0.32, 8.59, 0.55], [-1.52, 8.78, -0.11], [-2.71, 10.21, -1.19], [-1.00, 12.02, -0.95], [1.11, 11.49, 0.26], [-0.08, 7.64, 1.00], [-2.24, 7.97, -0.19], [12.01, 2.45, -3.81], [12.76, 3.62, -3.81], [12.12, 4.80, -3.47], [10.82, 4.88, -3.14], [10.12, 3.74, -3.15], [10.66, 2.50, -3.47], [12.47, 1.50, -4.07], [13.81, 3.61, -4.07], [12.66, 5.74, -3.45], [9.07, 3.83, -2.89], [10.05, 1.61, -3.46]],
  "lumo_ha": 0.004,
  "homo_energy_ev": -8.42,
  "smiles": "CCCCNP(CCCS)(CCSc1nnco1)(CC(=O)Br)NCCC.c1ccncc1.c1ccncc1.c1ccncc1.c1ccncc1.c1ccncc1.c1ccncc1.c1ccncc1.c1ccncc1.c1ccncc1",
  "multiplicity": 1,
  "charge": 0
}

Entry 2:
{
  "formula": "C15H56N10O13",
  "method": "the ωB97M-V functional and the def2-TZVPD basis",
  "symbols": ["C", "O", "N", "N", "H", "H", "H", "H", "C", "O", "N", "N", "H", "H", "H", "H", "C", "O", "N", "N", "H", "H", "H", "H", "C", "O", "N", "N", "H", "H", "H", "H", "C", "O", "N", "N", "H", "H", "H", "H", "C", "C", "O", "H", "H", "H", "H", "H", "H", "C", "C", "O", "H", "H", "H", "H", "H", "H", "C", "O", "H", "H", "H", "H", "C", "O", "H", "H", "H", "H", "C", "O", "H", "H", "H", "H", "C", "O", "H", "H", "H", "H", "C", "O", "H", "H", "H", "H", "C", "O", "H", "H", "H", "H"],
  "xyz": [[-2.81, -3.71, 2.58], [-3.81, -4.31, 2.19], [-2.27, -3.99, 3.77], [-2.27, -2.76, 1.83], [-1.27, -3.82, 3.91], [-2.84, -4.68, 4.26], [-1.40, -2.31, 1.98], [-2.72, -2.62, 0.92], [2.92, 3.59, -1.47], [4.15, 3.61, -1.48], [2.13, 2.57, -1.20], [2.21, 4.72, -1.75], [1.25, 2.41, -1.66], [2.56, 1.72, -0.87], [2.79, 5.52, -1.87], [1.31, 4.92, -1.40], [-0.91, 3.57, 0.42], [-0.62, 4.36, -0.45], [0.00, 2.54, 0.84], [-2.10, 3.66, 1.06], [0.90, 2.63, 0.42], [-0.36, 1.95, 1.58], [-2.31, 3.14, 1.88], [-2.54, 4.59, 0.93], [-0.26, -0.56, 0.15], [-0.61, -0.39, 1.30], [-1.06, -0.29, -0.97], [0.97, -0.96, -0.10], [-1.97, -0.56, -0.85], [-0.72, -0.88, -1.79], [1.43, -0.96, 0.79], [1.40, -1.14, -0.98], [-4.08, -3.03, -1.69], [-3.23, -2.43, -1.03], [-4.77, -4.02, -1.08], [-4.24, -2.87, -3.01], [-4.50, -4.24, -0.14], [-5.04, -4.85, -1.64], [-5.09, -3.21, -3.42], [-3.85, -1.98, -3.31], [-4.02, 0.89, 2.43], [-4.81, -0.40, 2.26], [-5.80, -0.12, 1.21], [-4.74, 1.69, 2.46], [-3.34, 1.03, 1.58], [-3.44, 0.91, 3.36], [-5.41, -0.63, 3.12], [-4.07, -1.25, 2.11], [-5.34, 0.11, 0.41], [-1.52, 2.28, -4.48], [-1.09, 2.77, -3.08], [-0.14, 1.77, -2.56], [-2.14, 1.38, -4.40], [-0.64, 2.10, -5.09], [-2.11, 3.07, -4.94], [-1.95, 2.77, -2.41], [-0.54, 3.67, -3.09], [-0.65, 1.34, -1.81], [6.13, 1.25, -0.56], [5.23, 1.88, 0.33], [6.41, 1.78, -1.45], [7.07, 1.00, -0.04], [5.79, 0.27, -0.90], [4.68, 2.49, -0.26], [3.25, -0.02, -3.63], [2.08, 0.03, -2.90], [3.81, 0.97, -3.48], [3.90, -0.81, -3.16], [3.15, -0.20, -4.72], [1.66, 0.91, -3.01], [3.22, -3.39, 2.99], [3.98, -2.70, 1.96], [3.40, -4.43, 2.88], [3.56, -3.00, 3.98], [2.12, -3.25, 2.91], [3.65, -1.79, 2.00], [3.47, 1.65, 3.04], [3.26, 1.02, 1.74], [4.50, 1.72, 3.37], [2.99, 2.64, 2.98], [2.87, 1.10, 3.75], [4.05, 1.23, 1.18], [0.36, -0.36, 5.01], [0.45, -1.15, 3.86], [-0.70, -0.20, 5.33], [0.82, -0.81, 5.86], [0.72, 0.64, 4.79], [0.30, -0.56, 3.10], [-0.17, -3.09, -3.87], [-0.39, -1.72, -3.50], [-0.98, -3.56, -3.31], [-0.43, -3.21, -4.90], [0.75, -3.54, -3.51], [0.37, -1.14, -3.57]],
  "lumo_ha": 0.013,
  "homo_energy_ev": -9.31,
  "multiplicity": 1,
  "charge": 0,
  "de_lowest_kj_mol": 0.0
}

Entry 3:
{
  "formula": "C3H10NO",
  "method": "the ωB97M-V functional and the def2-TZVPD basis",
  "symbols": ["O", "C", "C", "N", "C", "H", "H", "H", "H", "H", "H", "H", "H", "H", "H"],
  "xyz": [[3.24, 0.19, 0.56], [2.13, -0.58, 0.25], [1.16, 0.37, -0.48], [-0.07, -0.21, -0.59], [-3.22, 0.16, 0.21], [3.94, -0.35, 0.93], [1.63, -0.89, 1.18], [2.26, -1.45, -0.40], [0.90, 1.22, 0.23], [1.56, 0.82, -1.40], [-0.64, 0.23, -1.35], [-4.27, 0.19, -0.09], [-2.67, -0.48, -0.48], [-2.79, 1.15, 0.28], [-3.15, -0.36, 1.17]],
  "lumo_ha": -0.351,
  "homo_energy_ev": -15.62,
  "multiplicity": 1,
  "charge": 1,
  "de_lowest_kj_mol": 550.1
}

Number 1: gap between HOMO and LUMO 8.54 eV. Number 2: gap between HOMO and LUMO 9.67 eV. Number 3: gap between HOMO and LUMO 6.08 eV.